CH3Cl2N3 | ωB97M-V/def2-TZVPD

```
! RIJCOSX wB97M-V def2-TZVPD def2/J DEFGRID3
* xyz 0 1
Cl 2.2969 1.3363 -0.0702
Cl 2.4766 -1.4772 0.2380
N 2.2358 -0.1321 -0.8994
N -2.7030 0.5972 -0.0654
N -0.6540 -0.5555 0.3998
C -1.6452 0.0868 0.2158
H -0.4016 -0.9358 1.2542
H 1.2843 -0.4273 -1.1491
H -2.8899 1.5076 0.0762
*
```

As for the LUMO energy: 0.193 eV. For the gap between HOMO and LUMO, the calculation gives 10.1 eV. As for the total energy: -1124.4515 Ha. As for the SMILES: ClNCl.N=C=N. The value obtained for the relative energy (zero: lowest compared OMol25 entry of this formula, charge and spin) is 72.8 kJ/mol. As for the molar mass: 127.96 g/mol. The value obtained for the HOMO energy is -9.90 eV.

***

C3H4O3 | ωB97M-V/def2-TZVPD

```
! RIJCOSX wB97M-V def2-TZVPD def2/J DEFGRID3
* xyz 0 1
O 1.5255 1.6730 0.6542
O 1.4171 1.7011 -0.7755
O -2.7938 0.6093 -0.0508
C 0.7125 0.8227 -0.0162
C 0.7818 -0.6580 -0.0430
C -2.0865 1.5204 0.1706
H -2.2938 2.5640 0.4034
H 1.5959 -0.9995 -0.6863
H 0.9394 -1.0187 0.9710
H -0.1562 -1.0648 -0.4195
*
```

As for the LUMO energy (spin up / spin down): 0.424 / 0.417 eV. For the gap between HOMO and LUMO (spin up / spin down), the calculation gives 8.7 / 8.8 eV. As for the total energy: -342.1620 Ha. The value obtained for the relative energy (zero: lowest compared OMol25 entry of this formula, charge and spin) is 771.8 kJ/mol. As for the molar mass: 88.06 g/mol. The value obtained for the HOMO energy (spin up / spin down) is -8.25 / -8.38 eV.

***

C5H15BrN4O | ωB97M-V/def2-TZVPD

```
! RIJCOSX wB97M-V def2-TZVPD def2/J DEFGRID3
* xyz 2 1
Br 3.7602 -0.3640 0.0056
O 0.9610 1.4553 -0.2517
N -0.9165 0.1512 -0.5997
N -1.1442 0.4250 -1.8893
N 1.2883 -1.0907 -0.5902
N 1.1778 -2.3758 -0.5259
C -3.1370 -0.1106 0.7006
C 2.0174 1.7568 0.6929
C -1.8969 -0.8068 -0.0038
C 3.4146 1.5251 0.0851
C 0.1737 0.3922 0.0810
H -3.8288 -0.8813 0.8922
H -2.2239 -1.4223 -0.7828
H 1.3343 -3.0716 -1.2249
H -1.4090 -1.4897 0.8204
H 1.2739 -0.6625 -1.4735
H -2.6833 0.4263 1.4501
H 1.8903 1.3469 1.6816
H 4.2028 1.8681 0.7454
H 1.8390 2.8172 0.7921
H 1.3212 -2.6988 0.4222
H -3.6038 0.4764 -0.0782
H 3.6032 1.8523 -1.0403
H 0.1419 0.0594 1.1420
H -1.9548 -0.1234 -2.3648
H -1.1644 1.3813 -2.2512
*
```

As for the LUMO energy: -10.264 eV. For the gap between HOMO and LUMO, the calculation gives 6.8 eV. As for the total energy: -3066.9678 Ha. The value obtained for the relative energy (zero: lowest compared OMol25 entry of this formula, charge and spin) is 133.1 kJ/mol. As for the molar mass: 227.11 g/mol. The value obtained for the HOMO energy is -17.08 eV.

***

C3H7N2OS | ωB97M-V/def2-TZVPD

```
! RIJCOSX wB97M-V def2-TZVPD def2/J DEFGRID3
* xyz 1 3
S 2.3739 1.0680 -0.0225
O 2.2148 -1.6264 -0.4533
N 0.7300 1.4576 -0.3394
N 0.3642 -0.6033 0.4189
C -1.5784 0.5863 -0.1513
C -0.1470 0.5632 -0.0504
C 1.7817 -0.7943 0.4918
H 3.1334 -1.7342 -0.6792
H 2.1349 -0.8937 1.4325
H -1.9601 0.4850 0.7684
H -1.9974 -0.0545 -0.8771
H -1.9058 1.4614 -0.5745
H 0.4740 2.3732 -0.3949
H -0.3110 -1.2993 0.8242
*
```

As for the LUMO energy (spin up / spin down): -3.676 / -7.033 eV. For the gap between HOMO and LUMO (spin up / spin down), the calculation gives 6.5 / 7.9 eV. As for the total energy: -701.0341 Ha. The value obtained for the relative energy (zero: lowest compared OMol25 entry of this formula, charge and spin) is 74.1 kJ/mol. As for the molar mass: 119.17 g/mol. The value obtained for the HOMO energy (spin up / spin down) is -10.13 / -14.92 eV.

***

C3H3N3OS | ωB97M-V/def2-TZVPD

```
! RIJCOSX wB97M-V def2-TZVPD def2/J DEFGRID3
* xyz 0 1
S -0.5242 -0.1647 2.2705
O -1.5308 0.7106 -2.4306
N 1.0656 -0.5264 2.7797
N 1.9230 -0.5983 1.8552
N -0.4912 0.1929 -1.6392
C -0.9143 0.2514 -0.4227
C 0.0094 -0.1706 0.6149
C 1.4320 -0.2767 0.6211
H -1.9248 0.5344 -0.1240
H 2.0904 -0.3617 -0.2742
H -1.1351 0.4092 -3.2508
*
```

As for the LUMO energy: -0.538 eV. For the gap between HOMO and LUMO, the calculation gives 9.0 eV. As for the total energy: -753.7044 Ha. As for the SMILES: O/N=C/c1cnns1. The value obtained for the relative energy (zero: lowest compared OMol25 entry of this formula, charge and spin) is 389.5 kJ/mol. As for the molar mass: 129.14 g/mol. The value obtained for the HOMO energy is -9.50 eV.

***

C26H50BCl2FI2NO5S | ωB97M-V/def2-TZVPD

```
! RIJCOSX wB97M-V def2-TZVPD def2/J DEFGRID3
* xyz 1 1
I 3.8413 0.5793 0.6664
I 3.8517 -5.2607 -0.5399
Cl -7.6366 -0.5071 4.3355
Cl -6.8035 2.1283 2.3649
S 1.6974 0.5243 3.5337
F -0.8060 -1.3494 -1.9359
O 2.1892 -1.5787 1.9914
O -0.4934 -1.8201 4.4859
O 3.0477 0.2128 3.9111
O -4.0787 1.0014 0.6235
O 1.4266 1.6578 2.6729
N 0.4615 -0.1419 0.3642
C -1.3705 -1.3319 1.6795
C -1.5967 4.5218 -3.3125
C -0.5565 -2.5438 -1.2452
C 1.4960 0.9019 -1.9968
C -2.4817 -0.7265 0.8080
C -8.2309 -0.1814 2.6863
C 0.7985 -2.5049 -0.5213
C 4.3452 -3.9042 2.1205
C 2.5369 2.8409 -3.1787
C -0.0867 -0.5082 1.7187
C 0.4376 5.1741 -4.7543
C 1.4806 -3.3679 4.0074
C 0.6879 2.1792 -5.3988
C -7.1738 0.4635 1.8292
C 1.2140 1.0233 -4.5309
C 2.1313 1.3747 -3.3238
C 0.7694 0.7699 5.0160
C -0.4771 2.8578 -4.7336
C 3.5919 -2.3612 0.2361
C -0.5334 4.1118 -4.3041
C 1.8655 -0.5459 -1.6706
C 1.4181 -1.1112 -0.2905
C -2.8700 0.6753 1.2780
C 1.0595 -1.0022 2.6313
C 2.6143 -1.2477 0.6887
C 3.4043 -3.7213 0.9313
B 0.6241 -2.0907 3.7601
H 1.1869 0.1314 5.7913
H -9.1161 0.4434 2.7675
H 3.5116 -2.4717 -0.8415
H 1.7655 1.6049 -1.2039
H 4.6123 -2.0515 0.4470
H -2.9667 0.7141 2.3691
H 0.7771 4.9747 -5.7692
H 0.3407 1.7205 -6.3311
H -1.3944 -2.7059 -0.5735
H -1.7694 -1.3422 2.6917
H -1.1910 -2.3785 1.4282
H -0.0415 6.1516 -4.7221
H 0.9851 0.7371 0.5003
H -7.5203 0.5334 0.7999
H 3.9297 -4.6377 2.8122
H -3.3659 -1.3547 0.9201
H 1.3210 5.2272 -4.1107
H 2.9304 3.2588 -4.1039
H -1.3440 4.1358 -2.3219
H -0.2852 0.5448 4.8872
H 0.3353 0.4885 -4.1566
H 1.2147 -3.8329 4.9613
H 2.5398 -3.1131 4.0552
H 1.5201 -3.0864 -1.0923
H -1.3532 2.2263 -4.5956
H 0.6787 -3.0330 0.4286
H 3.0574 0.8045 -3.4499
H -2.5725 4.1129 -3.5823
H -1.6851 5.6046 -3.2388
H -0.5455 -2.3497 5.2951
H 2.3783 -3.9453 1.1942
H -2.2147 -0.6475 -0.2455
H 3.3423 2.9091 -2.4425
H 2.9408 -0.6790 -1.7841
H 1.7056 3.4456 -2.8166
H -6.2459 -0.1007 1.8468
H 0.9244 1.8195 5.2623
H -0.3959 0.4543 2.1288
H 0.4083 0.9790 -2.1233
H -8.5131 -1.1388 2.2523
H 4.4284 -2.9595 2.6631
H -4.4261 1.8254 0.9883
H 5.3259 -4.2506 1.8043
H 1.3212 -4.1190 3.2294
H -0.5725 -3.3578 -1.9695
H 1.4690 2.8837 -5.6814
H -2.0949 1.3865 0.9523
H -0.2952 0.0700 -0.2919
H 1.4102 -1.1531 -2.4526
H 1.7539 0.3301 -5.1797
*
```

As for the LUMO energy: -2.342 eV. For the gap between HOMO and LUMO, the calculation gives 8.2 eV. As for the total energy: -3490.0959 Ha. As for the molar mass: 843.28 g/mol. The value obtained for the HOMO energy is -10.57 eV.

***

C22H22BrCl2N2O9P2W | ωB97M-V/def2-TZVPD

```
! RIJCOSX wB97M-V def2-TZVPD def2/J DEFGRID3
* xyz 1 3
W -0.1224 1.0114 0.4410
Br 2.5098 -5.8322 -0.5610
Cl -2.5089 -2.5647 -0.9024
Cl -2.1118 -1.4082 1.7833
P -3.3839 0.9938 -0.6074
P -1.3154 2.9052 1.7709
O 0.1824 -1.0091 0.2175
O -3.7137 0.6149 -2.1250
O -1.1547 2.7747 0.1856
O -2.3538 1.5096 1.9390
O -1.9509 0.5451 -0.3841
O 0.0072 2.0394 2.0834
O 0.0529 0.0376 -1.6675
O -3.4609 3.7222 -0.8787
O -4.3323 0.0269 0.1976
N 1.8199 0.5052 1.1972
N 2.8316 0.7300 0.4436
C -2.2725 -2.8994 0.8192
C 2.0434 -4.4035 -2.9827
C 0.9363 -2.1858 -1.7362
C 1.0539 -2.2140 -3.1256
C 1.3232 -0.9847 4.5250
C 3.3146 2.6850 -2.5989
C 1.0671 -0.4522 3.2764
C 2.5597 1.5376 -0.6368
C 2.1262 -0.1030 2.4320
C 1.2433 2.0412 -0.7952
C 1.0108 2.8375 -1.9044
C 0.3601 -1.0249 -1.0688
C 2.6310 -1.1703 4.9496
C -5.4772 2.7858 -0.0025
C 1.3693 -3.2670 -0.9671
C 1.9221 -4.3619 -1.6006
C 3.5914 1.8714 -1.5210
C 3.4423 -0.3233 2.8506
C -4.0311 2.6409 -0.3213
C 2.0262 3.1693 -2.7930
C 1.5994 -3.3262 -3.7384
C 3.6843 -0.8409 4.1069
H 4.0976 2.9477 -3.2959
H 2.4855 -5.2684 -3.4570
H 1.2895 -3.2273 0.1107
H 4.7034 -0.9794 4.4392
H -2.8877 1.5178 2.7440
H 1.6822 -3.3711 -4.8152
H 4.5853 1.4902 -1.3330
H -3.1431 -3.4365 1.1776
H 2.8272 -1.5721 5.9336
H -5.0977 -0.3017 -0.2928
H -5.6111 3.6579 0.6408
H -2.4907 3.6513 -0.7986
H 0.7146 -1.3607 -3.6958
H 1.8143 3.8089 -3.6381
H 0.5023 -1.2475 5.1779
H 4.2447 -0.0605 2.1786
H -3.0141 0.7806 -2.7693
H -1.3592 -3.4734 0.9350
H -5.8643 1.9034 0.4969
H 0.0516 -0.2713 2.9532
H 0.0119 3.2210 -2.0830
H -6.0610 2.9779 -0.9090
*
```

As for the LUMO energy (spin up / spin down): -4.824 / -4.663 eV. For the gap between HOMO and LUMO (spin up / spin down), the calculation gives 5.8 / 6.7 eV. As for the total energy: -5882.3493 Ha. The value obtained for the relative energy (zero: lowest compared OMol25 entry of this formula, charge and spin) is 238.8 kJ/mol. As for the molar mass: 855.02 g/mol. The value obtained for the HOMO energy (spin up / spin down) is -10.67 / -11.40 eV.

***

C36H43AsN4O2PRu | ωB97M-V/def2-TZVPD

```
! RIJCOSX wB97M-V def2-TZVPD def2/J DEFGRID3
* xyz 2 2
Ru 0.4282 0.8918 -0.0466
As -2.1060 0.6083 -2.9752
P -0.6834 -1.0514 1.0139
O 1.2655 2.5837 2.1351
O -1.0045 0.1715 -1.8014
N -0.5139 6.9202 1.8845
N 0.7918 1.2633 2.2711
N -0.4649 5.0694 0.2684
N -0.5151 2.7035 -0.1695
C 3.3068 1.5267 0.3020
C -2.0122 -2.2804 4.6467
C 1.4902 -4.4593 1.4920
C 4.1137 2.1814 1.3951
C -0.0770 -3.3094 -0.4987
C -0.5048 6.0352 1.1428
C -4.5433 0.0298 0.7929
C -1.6888 -1.2493 5.5186
C -3.9272 0.6637 -2.3575
C 0.0798 -2.6625 0.7276
C 2.7268 -2.0043 -1.0037
C 0.5006 -4.5526 -0.7003
C -0.4919 3.8531 0.1325
C 2.7739 2.3028 -0.7455
C 0.8925 -3.2299 1.7130
C -1.0403 -0.1290 5.0410
C 1.6947 -0.4316 -3.1895
C 2.0992 0.2542 -1.9134
C -2.4449 -1.1316 0.5689
C 1.5243 2.4866 -2.9419
C 1.2809 -5.1291 0.2925
C 3.8488 -0.6711 1.3721
C -1.6596 -2.1913 3.3101
C -5.2164 -1.1272 0.4184
C -0.6655 -0.0329 3.6961
C 0.0235 1.1676 3.2844
C -3.1150 -2.2842 0.1782
C 2.6154 -0.5148 -0.8474
C -4.5019 -2.2707 0.0953
C -3.1619 0.0324 0.8568
C 2.1048 1.6683 -1.8214
C -0.9714 -1.0833 2.8251
C 3.0221 3.7841 -0.7620
C -2.0138 -0.6928 -4.4079
C 3.1999 0.1254 0.2743
C -1.8155 2.3540 -3.7596
H 2.2710 2.6529 -3.7220
H 1.0371 -2.7187 2.6558
H -1.1057 -0.5595 -4.9930
H 0.7086 -0.8878 -3.0787
H -5.0198 -3.1743 -0.1971
H -1.9188 -2.9949 2.6338
H 2.1119 -4.8983 2.2606
H 0.3454 -5.0719 -1.6365
H -1.4982 3.0603 -2.9942
H 1.9799 -2.3974 -1.6832
H -2.5763 -3.1981 -0.0308
H -1.9601 -1.3154 6.5626
H 2.2288 2.5276 2.1708
H -2.6239 0.9294 1.1502
H 5.1746 2.1099 1.1383
H -1.0729 2.3068 -4.5536
H 2.6092 -2.5205 -0.0559
H 1.1821 3.4559 -2.5900
H 4.0337 -1.7002 1.0855
H -2.7596 2.6884 -4.1880
H 3.7145 -2.2478 -1.4052
H 2.8497 4.2174 -1.7405
H -0.6555 -2.8335 -1.2827
H -6.2968 -1.1387 0.3703
H -2.0293 -1.6956 -3.9840
H 4.8061 -0.2306 1.6424
H 3.9906 1.6839 2.3575
H 3.8890 3.2397 1.5099
H -2.5333 -3.1581 5.0033
H 1.7388 -6.0948 0.1281
H 4.0603 3.9831 -0.5009
H -4.5495 0.9546 -3.2038
H -0.0868 2.0477 3.9177
H -0.7908 0.6778 5.7186
H 1.6586 0.2614 -4.0238
H 3.2204 -0.6822 2.2673
H -5.0974 0.9237 1.0473
H -2.8844 -0.5595 -5.0493
H -4.0108 1.4124 -1.5730
H 2.3813 4.3045 -0.0451
H 0.6730 1.9716 -3.3736
H -4.2465 -0.3051 -1.9813
H 2.4081 -1.2140 -3.4415
*
```

As for the LUMO energy (spin up / spin down): -7.229 / -7.079 eV. For the gap between HOMO and LUMO (spin up / spin down), the calculation gives 6.2 / 6.4 eV. As for the total energy: -4438.4904 Ha. The value obtained for the relative energy (zero: lowest compared OMol25 entry of this formula, charge and spin) is 120.1 kJ/mol. As for the molar mass: 770.73 g/mol. The value obtained for the HOMO energy (spin up / spin down) is -13.47 / -13.45 eV.